Computed, not measured: C28H59ClOP2PdSi2 as an isolated structure at a distorted geometry, with ωB97M-V/def2-TZVPD.

## Properties
HOMO-LUMO gap (spin up / spin down), eV: 5.5 / 6.5
Net charge: 0
Total energy, eV: -82366.6013
2S+1: 5
Relative energy (zero: lowest compared OMol25 entry of this formula, charge and spin), kJ/mol: 543.2

```
94
Properties=species:S:1:pos:R:3:forces:R:3
Pd 0.417 0.220 -0.420 0.172 0.433 -0.373
C 0.029 -1.916 1.114 0.238 -2.176 1.117
C 0.104 -2.485 -0.372 -0.463 0.534 3.976
C 1.341 -2.012 -0.765 2.324 0.994 1.078
Si -1.445 -3.198 -1.033 0.452 0.519 -0.248
C 2.110 -1.373 0.320 -0.153 -1.106 -2.634
C 1.456 -1.351 1.533 -3.554 -1.934 -0.172
Si 1.585 -0.679 3.230 0.140 0.251 -0.653
H -0.734 -2.361 1.926 4.627 -1.794 -2.147
H 1.715 -2.216 -1.734 0.738 0.152 -0.776
H 3.116 -1.053 0.235 0.847 0.256 -0.574
Cl 1.180 1.827 -1.911 0.563 0.933 -0.948
C 0.350 -1.462 4.384 0.262 -0.482 0.432
C 3.304 -1.036 3.795 0.768 -0.120 0.773
C -2.537 -3.857 0.323 -0.045 -0.675 0.202
C -0.937 -4.559 -2.166 -0.201 -0.925 -0.582
H 3.437 -2.128 3.918 -0.092 0.447 -0.069
H 3.485 -0.571 4.779 0.104 -0.149 -0.231
H 4.087 -0.686 3.108 -0.271 -0.076 0.172
H -0.675 -1.241 4.117 0.667 -0.093 0.307
H 0.503 -1.091 5.404 0.104 -0.034 -0.057
H 0.451 -2.558 4.404 0.179 0.301 0.046
H -0.449 -5.367 -1.588 -0.203 0.361 -0.202
H -0.237 -4.251 -2.955 -0.212 -0.039 0.248
H -1.825 -4.996 -2.654 0.297 0.011 0.022
H -2.015 -4.601 0.943 -0.107 0.034 -0.409
H -3.423 -4.337 -0.106 0.093 -0.050 -0.073
H -2.894 -3.084 0.992 0.116 -0.612 -0.387
C 1.200 1.174 3.118 0.005 0.563 0.811
C -2.372 -1.796 -1.913 -0.863 -0.165 -0.432
P 1.581 1.842 1.458 0.017 -0.199 -0.306
H 1.677 1.736 3.959 -0.262 -0.297 -0.593
H 0.109 1.288 3.254 0.571 0.008 -0.105
P -1.227 -0.496 -2.499 0.332 0.068 0.145
H -3.026 -1.317 -1.162 0.359 -0.196 -0.454
H -3.053 -2.198 -2.703 0.473 0.303 0.424
C -2.269 0.804 -3.332 0.226 0.081 -0.283
C -0.327 -1.362 -3.905 -0.148 0.025 0.318
C 3.461 1.791 1.434 -0.334 -0.117 0.063
C 1.156 3.656 1.496 0.279 0.133 -0.203
C -0.178 3.914 0.791 -0.079 -0.003 -0.257
H 1.954 4.131 0.890 -0.305 -0.196 0.227
C 1.149 4.284 2.887 0.133 0.251 0.173
H 0.331 3.878 3.496 0.167 0.069 -0.088
H 0.988 5.371 2.796 0.014 -0.301 0.056
H 2.093 4.134 3.428 -0.293 0.010 -0.105
H -0.147 3.567 -0.252 -0.026 0.052 0.348
H -0.394 4.995 0.792 0.004 -0.293 0.032
H -1.005 3.399 1.306 0.171 0.114 -0.098
H 3.676 0.718 1.573 -0.082 0.296 -0.062
C 4.152 2.564 2.560 0.280 -0.066 0.052
C 4.013 2.208 0.072 0.056 -0.238 -0.250
H 3.785 2.284 3.556 0.056 0.099 -0.198
H 4.042 3.649 2.429 -0.009 -0.253 0.032
H 5.235 2.340 2.534 -0.387 0.115 0.026
H 3.592 1.589 -0.735 0.149 0.290 0.255
H 5.109 2.094 0.075 -0.258 0.074 -0.022
H 3.780 3.256 -0.158 0.050 -0.198 0.025
H 0.159 -2.212 -3.396 -0.131 0.260 -0.121
C 0.772 -0.479 -4.493 0.335 -0.014 0.130
C -1.226 -1.922 -5.011 0.116 -0.189 -0.178
H -2.023 -2.570 -4.625 0.132 0.166 -0.094
H -0.610 -2.532 -5.697 -0.246 0.227 0.220
H -1.676 -1.116 -5.609 0.090 -0.182 0.167
H 1.477 -0.150 -3.714 -0.258 -0.051 -0.322
H 0.360 0.421 -4.968 0.093 -0.162 0.085
H 1.324 -1.048 -5.258 -0.138 0.181 0.154
C -2.451 2.019 -2.417 0.155 0.199 0.079
C -3.623 0.315 -3.836 -0.184 -0.011 -0.278
H -1.656 1.125 -4.198 -0.228 -0.127 0.341
H -4.278 0.042 -2.997 0.110 0.023 -0.165
H -3.542 -0.549 -4.509 -0.055 0.205 0.229
H -4.120 1.125 -4.395 0.100 -0.232 0.175
H -2.988 1.743 -1.495 0.100 0.058 -0.196
H -3.040 2.790 -2.938 0.110 -0.205 0.181
H -1.479 2.451 -2.138 -0.300 -0.176 -0.038
C 2.736 4.094 -4.320 0.855 0.954 -1.158
H 3.620 3.548 -4.619 -0.048 -0.561 0.363
H 2.073 4.254 -5.160 -0.552 -0.320 0.178
H 2.995 5.029 -3.842 -0.249 -0.067 0.609
C -2.108 -2.841 3.159 -0.629 1.428 0.083
C -1.919 -1.349 2.136 0.015 1.140 -1.425
C -3.106 -1.041 1.264 -2.061 0.797 0.883
C -1.946 -0.117 2.919 -1.476 2.030 1.487
O -0.810 -0.796 1.021 -2.301 -0.781 2.122
H -3.176 -2.727 3.313 -0.368 -0.244 -0.094
H -1.685 -2.872 4.183 0.104 0.948 -0.880
H -1.906 -3.858 2.806 0.049 0.795 -0.776
H -3.872 -1.005 2.019 -0.899 1.048 0.350
H -2.936 -0.092 0.755 -0.150 0.137 0.571
H -3.706 -1.541 0.568 0.483 -2.037 -1.268
H -1.949 0.744 2.243 -0.805 -0.265 0.024
H -1.425 0.327 3.718 2.069 -0.835 0.852
H -2.845 -0.288 3.466 -1.523 0.870 0.336
```
Forces are in eV/Å.